(1)
ORCA calculation (ωB97M-V/def2-TZVPD) on a molecular structure, C14H26N4O11P2SSb2W.

Geometry (Å):
W 0.289 0.566 -0.164
O 0.860 2.406 -3.363
S 0.432 2.549 -2.009
O -0.021 3.819 -1.562
O 1.492 1.946 -1.025
O -0.645 1.424 -1.679
O -1.621 3.236 2.787
P -1.756 1.983 1.838
O -3.049 1.854 1.164
O -0.433 1.979 1.020
O -1.539 0.719 2.836
P -1.720 -0.741 2.163
O -3.274 -0.944 2.036
O -1.098 -1.755 3.038
O -1.162 -0.597 0.736
H -0.745 3.637 2.742
H -3.663 -0.177 1.570
C -0.760 -0.124 -5.297
Sb 0.065 -1.027 -3.549
C -1.799 -1.830 -2.839
C 0.730 -2.891 -4.495
C 0.368 -4.065 -3.650
C -0.671 -4.909 -4.041
C -1.082 -5.973 -3.255
C -0.445 -6.223 -2.049
C 0.592 -5.397 -1.649
C 1.004 -4.314 -2.424
C 2.117 -3.448 -1.913
Sb 1.681 -1.987 -0.382
C 1.134 -3.314 1.180
C 3.737 -1.654 0.090
H -1.313 -0.868 -5.869
H 0.031 0.308 -5.907
H -1.424 0.676 -4.977
H -1.631 -2.643 -2.131
H -2.385 -2.214 -3.674
H -2.354 -1.034 -2.344
H 1.808 -2.810 -4.635
H 0.268 -2.957 -5.479
H -1.165 -4.721 -4.987
H -1.893 -6.608 -3.587
H -0.749 -7.055 -1.428
H 1.105 -5.599 -0.715
H 2.637 -2.898 -2.696
H 2.858 -4.064 -1.398
H 1.996 -3.939 1.413
H 0.303 -3.938 0.857
H 0.808 -2.751 2.051
H 4.004 -2.269 0.949
H 3.920 -0.608 0.326
H 4.352 -1.939 -0.762
N 2.976 -1.008 5.817
C 2.130 -0.855 4.783
N 0.844 -1.112 4.954
N 2.694 -0.435 3.648
C 1.990 -0.115 2.621
N 1.406 0.138 1.649
H 2.701 -1.481 6.658
H 3.950 -0.824 5.654
H 0.511 -1.365 5.869
H 0.129 -1.095 4.201

The multiplicity is 3. Its expectation value of S² is 2.01. For the frontier orbital gap (spin up / spin down), the calculation gives 6.8 / 7.3 eV. The calculation puts the LUMO energy (spin up / spin down) at -1.186 / -0.735 eV. For the relative energy (zero: lowest compared OMol25 entry of this formula, charge and spin), the calculation gives 0.377 eV.

Results of the natural (NBO) charge analysis, in e, for atoms 1 through 5: W 1.746; O -0.934; S 2.551; O -0.913; O -0.949


(2)
ORCA calculation (ωB97M-V/def2-TZVPD) on a molecular structure, C14H26N4OP2Rh.

Geometry (Å):
Rh 0.100 0.102 0.331
P -1.823 -0.939 0.740
P -0.311 2.283 0.376
N 0.709 -1.729 -0.390
N 1.648 0.655 -0.915
H 2.053 -2.445 -1.866
H 3.566 -0.229 -0.943
H 2.755 -2.208 -0.219
C 2.053 -1.791 -0.977
H 2.673 -0.336 -2.486
C 2.557 -0.390 -1.383
H 0.093 -3.668 -0.912
H 2.831 2.229 -1.617
C -0.207 -2.670 -0.552
C 1.915 1.951 -1.081
C -1.559 -2.357 -0.327
C 1.042 2.903 -0.589
H -2.340 -3.070 -0.570
H 1.222 3.958 -0.750
H -1.494 2.692 -0.296
H -0.276 3.086 1.547
H -2.988 -0.262 0.284
H -2.179 -1.453 2.025
H 0.111 0.415 -2.878
C -0.938 0.280 -3.212
C -1.512 1.682 -3.386
C -0.907 -0.614 -4.437
O -1.717 -0.292 -2.141
H -1.089 2.226 -4.232
H -2.604 1.637 -3.503
H -1.298 2.287 -2.494
H -0.223 -1.446 -4.248
H -1.902 -1.010 -4.660
H -0.527 -0.060 -5.301
H -1.453 -1.249 -1.952
N 2.891 0.108 5.945
C 2.289 0.081 4.732
C 3.047 -0.110 3.558
C 2.398 -0.103 2.334
N 1.066 0.091 2.256
C 0.328 0.285 3.360
C 0.895 0.270 4.623
H 3.886 -0.036 6.039
H 2.356 0.241 6.792
H 4.122 -0.255 3.590
H 2.936 -0.247 1.391
H -0.739 0.448 3.197
H 0.269 0.413 5.501

The multiplicity is 6. Its expectation value of S² is 8.82. As for the net charge: +2. For the frontier orbital gap (spin up / spin down), the calculation gives 6.8 / 5.6 eV. The calculation puts the LUMO energy (spin up / spin down) at -5.443 / -8.991 eV.

Results of the natural (NBO) charge analysis, in e, for atoms 1 through 5: Rh 0.760; P 0.416; P 0.382; N -0.411; N -0.422


(3)
ORCA calculation (ωB97M-V/def2-TZVPD) on a molecular structure, C14H26NOPTc.

Geometry (Å):
C 3.035 -2.239 0.457
C 2.946 -1.170 -0.424
C 1.920 -0.202 -0.356
C 1.024 -0.254 0.736
C 1.060 -1.395 1.537
C 2.072 -2.352 1.447
C 1.986 0.902 -1.369
C 1.064 0.964 -2.632
N -0.176 0.250 -2.741
Tc -0.247 1.336 1.710
C -0.004 -1.585 2.566
P -1.443 -0.491 2.032
H 3.708 -1.082 -1.199
H 2.094 -3.189 2.140
H 3.833 -2.977 0.369
H 0.317 -1.271 3.570
H -0.344 -2.628 2.625
H 1.950 1.872 -0.851
H 3.001 0.836 -1.785
H 0.820 2.033 -2.765
C -2.499 -0.501 3.510
C -2.251 -1.686 0.898
H 1.666 0.637 -3.505
C -0.312 -1.148 -2.466
C -1.376 0.950 -3.101
H -1.362 2.361 2.596
H -0.320 -1.744 -3.393
H 0.497 -1.513 -1.836
H -1.273 -1.315 -1.956
H -1.595 0.899 -4.182
H -2.228 0.512 -2.567
H -1.284 2.007 -2.834
H -2.759 -2.488 1.455
H -2.999 -1.165 0.290
H -1.533 -2.173 0.226
H -2.642 -1.519 3.893
H -2.041 0.124 4.288
H -3.476 -0.095 3.221
H -1.725 2.177 1.870
C 0.205 3.712 -0.359
O -0.108 2.786 0.638
H -0.492 3.564 -1.184
H 1.242 3.555 -0.639
H 0.055 4.705 0.068

The multiplicity is 4. Its expectation value of S² is 3.77. As for the net charge: +2. For the frontier orbital gap (spin up / spin down), the calculation gives 6.8 / 5.7 eV. The calculation puts the LUMO energy (spin up / spin down) at -8.082 / -9.176 eV.

Results of the natural (NBO) charge analysis, in e, for atoms 1 through 5: C -0.167; C -0.194; C -0.079; C -0.366; C 0.010


(4)
ORCA calculation (ωB97M-V/def2-TZVPD) on a molecular structure, C14H27BrCrNO9P2Si2Te.

Geometry (Å):
Cr -2.052 -0.729 -0.470
O -4.619 -1.977 2.282
P -3.388 -1.805 1.333
O -3.790 -1.828 -0.110
O -2.490 -0.638 1.564
O -2.459 -3.068 1.788
P -0.969 -3.096 1.180
O -0.735 -4.643 0.925
O 0.096 -2.647 2.088
O -1.167 -2.382 -0.169
H -4.603 -2.737 2.875
H 0.055 -4.866 1.477
Br -0.984 -2.948 -3.549
C -1.726 -1.236 -3.679
C -1.878 -0.773 -4.960
C -2.367 0.473 -5.196
C -2.729 1.229 -4.096
C -2.516 0.746 -2.842
N -2.027 -0.505 -2.580
C -2.983 1.637 -1.663
O -3.331 2.762 -1.899
O -2.843 1.074 -0.502
H -1.530 -1.432 -5.766
H -2.667 0.752 -6.209
H -3.199 2.243 -4.116
C 4.319 -2.635 -0.037
Si 3.547 -0.997 -0.495
C 3.819 -0.714 -2.322
C 4.200 0.376 0.605
C 1.702 -1.302 -0.130
Te 0.440 0.405 -0.265
C 0.756 1.055 1.746
Si -0.043 2.653 2.373
C -1.775 2.368 3.213
C 1.135 3.412 3.627
C -0.457 3.804 0.958
H 5.441 -2.710 0.096
H 4.050 -3.477 -0.678
H 3.847 -2.874 0.918
H 4.880 -0.697 -2.616
H 3.378 0.199 -2.679
H 3.344 -1.633 -2.739
H 5.248 0.422 0.399
H 4.048 0.126 1.656
H 3.887 1.400 0.447
H 1.557 -1.727 0.901
H 1.308 -1.966 -0.890
H 1.852 0.990 1.854
H 0.385 0.229 2.346
H -1.749 1.400 3.788
H -2.439 2.205 2.394
H -2.058 3.154 3.920
H 1.296 2.643 4.469
H 0.678 4.288 4.057
H 2.084 3.806 3.336
H -1.341 3.465 0.429
H 0.347 3.982 0.220
H -0.788 4.744 1.393

The multiplicity is 4. Its expectation value of S² is 3.79. For the frontier orbital gap (spin up / spin down), the calculation gives 8.2 / 8.0 eV. The calculation puts the LUMO energy (spin up / spin down) at -0.614 / -0.895 eV. For the relative energy (zero: lowest compared OMol25 entry of this formula, charge and spin), the calculation gives 0.578 eV.

Results of the Mulliken charge analysis, in e, for atoms 1 through 5: Cr 0.660; O -0.476; P 0.689; O -0.338; O -0.182


Number 1: maximum force 0.718 eV/A, calculated total energy -87745.534 eV. Number 2: maximum force 2.999 eV/A, calculated total energy -44513.215 eV. Number 3: maximum force 4.993 eV/A, calculated total energy -29943.486 eV. Number 4: maximum force 2.596 eV/A, calculated total energy -174975.264 eV.